A structure of composition C36H26CdN2O5S3. Source: OMol25; level of theory: ωB97M-V with the def2-TZVPD basis set.

E	-88045.0704	eV
2S+1	1
strongest force on any atom	0.003	hartree/bohr

The geometry in XYZ format:
```
73
C36H26CdN2O5S3, DFT ωB97M-V with the def2-TZVPD basis set
Cd 1.59051 0.08546 -0.18976
O 3.57166 2.74728 -2.76485
C 2.88782 2.16726 -1.93775
O 2.72435 0.90194 -1.82169
C 2.10242 3.05014 -0.95181
C 2.32662 4.44533 -0.94530
C 1.62020 5.21787 -0.07450
C 0.65357 4.62373 0.77349
C -0.12273 5.35962 1.70123
C -1.04617 4.72947 2.48420
C -1.24162 3.33423 2.36884
C -0.50291 2.59891 1.48813
C 0.47143 3.22937 0.68108
N 1.22802 2.47157 -0.16651
H 3.06035 4.84238 -1.63068
H 1.77758 6.28937 -0.02445
H 0.03355 6.42896 1.78112
H -1.62379 5.28912 3.20768
H -1.97053 2.84560 3.00289
H -0.63119 1.52699 1.40980
S -2.48666 0.78226 -2.74677
C -0.85628 0.65331 -2.21366
N -0.68041 0.13230 -1.04590
C -1.88954 -0.22961 -0.47207
C -2.03461 -0.84647 0.77309
C -3.30750 -1.17392 1.18855
C -4.42568 -0.89655 0.38718
C -4.29125 -0.28697 -0.84319
C -3.00550 0.04549 -1.26709
H -0.03235 0.99280 -2.83010
H -1.15616 -1.05876 1.37438
H -3.44848 -1.65235 2.14899
H -5.41278 -1.16247 0.74231
H -5.15604 -0.07166 -1.45675
O 1.49680 -1.97789 -1.48100
S 0.34750 -2.90739 -1.19136
C 0.98852 -4.54795 -1.51694
C 2.29937 -4.67372 -1.93960
C 2.80308 -5.94633 -2.17835
C 2.00169 -7.06138 -1.98695
C 0.69036 -6.91599 -1.54889
C 0.17734 -5.65317 -1.30490
C -0.74649 -2.79843 -2.60422
C -0.22064 -2.48900 -3.85050
C -1.07829 -2.40853 -4.93442
C -2.44145 -2.63213 -4.76446
C -2.95451 -2.92166 -3.50975
C -2.10336 -2.99733 -2.41336
H 2.90531 -3.78656 -2.07065
H 3.82639 -6.06225 -2.51059
H 2.39980 -8.05053 -2.17169
H 0.06961 -7.78823 -1.39098
H -0.84197 -5.53146 -0.95659
H 0.84228 -2.30407 -3.95173
H -0.68639 -2.17000 -5.91459
H -3.10627 -2.56763 -5.61621
H -4.01776 -3.07539 -3.37640
H -2.49408 -3.18937 -1.41967
O 1.88134 4.91026 5.55569
C 0.88845 4.00209 5.40636
O -0.18968 4.21578 5.88863
C 1.21143 2.77752 4.62003
C 0.42228 1.64759 4.81669
C 0.61403 0.51631 4.04718
C 1.58706 0.48650 3.04431
S 1.75283 -0.94665 2.01782
C 2.40219 1.60767 2.88090
C 2.21301 2.73994 3.65420
H 2.70891 4.54919 5.21739
H -0.35764 1.68296 5.56629
H -0.01114 -0.35573 4.19446
H 3.16972 1.59891 2.11755
H 2.82450 3.61209 3.44617
```